95
Properties=species:S:1:pos:R:3:forces:R:3 method="wB97M-V/def2-TZVPD" homo_ev=-6.95 total_charge=-1
B -5.9404 -82.5877 -26.5916 -1.7 -1.3 0.5
F -6.3229 -83.9649 -26.7895 0.6 1.1 0.1
F -4.8292 -82.4886 -25.7829 0.7 0.1 0.1
F -5.8335 -81.9425 -27.7829 1.0 -0.3 -1.5
F -7.0201 -81.9331 -25.9705 -0.6 0.1 0.8
C -5.4741 -79.1554 -24.5424 1.8 -2.7 -0.5
C -5.4759 -77.8745 -23.8595 -0.2 -0.9 -0.1
N -5.4610 -76.8738 -23.3008 0.0 0.3 0.1
H -5.5206 -79.1072 -25.6583 0.5 0.3 0.9
H -4.6572 -79.9322 -24.1726 -0.5 2.4 -1.0
H -6.1978 -79.9153 -24.3116 -1.7 0.6 0.5
C -4.9154 -81.9262 -22.2006 7.7 -4.1 -5.3
C -4.6698 -83.2491 -21.6390 -0.8 -4.4 0.4
N -4.4998 -84.3457 -21.2389 -0.3 3.3 -0.9
H -5.7350 -81.5836 -21.8760 -5.7 3.5 3.0
H -3.8548 -81.6487 -21.9287 -1.4 1.8 -0.4
H -5.0106 -81.9634 -23.4290 0.5 -0.3 3.2
C -4.7779 -84.7083 -29.6440 0.7 -5.2 -3.1
C -5.9611 -85.3792 -30.2693 0.7 -0.1 0.2
N -6.8138 -85.9991 -30.7271 0.0 0.2 0.0
H -4.7710 -85.0568 -28.6724 0.2 -0.1 2.4
H -3.8406 -85.1497 -30.1772 -1.6 1.0 0.9
H -4.8671 -83.7329 -29.8083 0.0 4.2 -0.1
C -9.0587 -79.1209 -26.4452 2.8 2.6 4.5
C -9.8927 -79.7054 -25.2246 5.6 11.0 2.4
O -10.9698 -78.8553 -25.0746 -3.2 -0.6 2.4
H -8.2829 -78.3029 -25.9087 -2.1 -1.7 -1.6
H -9.5150 -78.6221 -27.2306 -1.9 1.2 -0.9
H -8.3567 -79.6879 -26.9729 1.0 -2.0 -0.1
H -9.2111 -79.6438 -24.2272 -1.2 -0.3 -2.3
H -9.9972 -80.5770 -25.4211 -2.6 -11.0 -2.0
H -11.5411 -79.1570 -24.2630 1.7 0.8 -2.4
C -10.5495 -84.1632 -28.4579 -1.8 3.8 -5.3
C -9.1895 -83.7156 -28.1841 1.4 -0.2 -1.5
O -9.1880 -83.6132 -26.8358 1.3 0.5 3.7
H -11.1996 -83.1723 -28.2357 0.7 -3.1 0.5
H -10.5773 -85.1527 -28.1111 -1.4 -1.0 1.1
H -10.7245 -84.1936 -29.6382 0.5 -0.3 2.2
H -8.9088 -82.7469 -28.5330 -0.1 0.8 -1.2
H -8.3876 -84.4000 -28.4945 -0.3 -0.2 -0.4
H -8.3608 -83.1368 -26.6406 -0.4 -0.2 0.7
C -7.1590 -88.2820 -27.0670 -2.6 3.2 5.4
C -7.2762 -86.7320 -26.7397 2.7 -0.9 1.3
O -8.5239 -86.3918 -26.4389 -4.4 2.4 -0.6
H -7.6607 -88.7521 -27.8206 -1.5 -0.5 -2.3
H -7.5794 -88.6050 -26.0698 0.8 -0.8 -1.1
H -6.1632 -88.3088 -27.1262 4.0 -1.3 -0.2
H -6.8079 -86.2369 -27.5891 0.0 0.7 0.1
H -6.7630 -86.4231 -25.6605 0.5 -1.3 -2.9
H -8.6945 -85.3940 -26.4949 0.4 -1.6 0.2
C -8.2481 -84.4552 -23.5348 2.0 -2.3 -1.1
C -8.7824 -83.1969 -22.9602 -2.0 2.5 -1.2
O -7.9739 -82.0853 -23.3625 -1.3 -0.6 12.3
H -8.8759 -85.3554 -23.4670 -0.1 0.4 0.3
H -7.2429 -84.7325 -22.9827 -1.9 0.7 -1.0
H -7.9686 -84.4482 -24.6279 -0.4 0.5 1.1
H -8.5839 -83.2668 -21.9493 0.0 0.0 2.4
H -9.9551 -82.8149 -22.9976 2.6 -1.6 -0.6
H -7.8880 -82.0284 -24.1774 1.1 0.5 -12.1
C -3.1597 -87.0041 -24.4292 5.8 -0.5 3.6
C -3.8313 -85.7363 -24.3109 0.7 3.3 3.5
O -3.6673 -84.9137 -25.5170 -0.9 -0.2 1.7
H -3.7015 -87.4966 -25.1235 -1.2 -3.0 -2.0
H -2.9368 -87.4567 -23.2735 -1.4 0.7 -3.4
H -1.9998 -86.8975 -24.7407 -2.7 0.0 0.2
H -3.2692 -85.2634 -23.3498 -1.5 -0.1 -2.3
H -4.8800 -85.9190 -23.9090 0.9 0.6 -1.2
H -4.2188 -84.0948 -25.3846 0.7 -1.1 -0.3
C -0.4568 -81.6446 -28.4474 -2.0 -2.7 6.2
C -1.7236 -82.6496 -28.3645 0.2 0.0 2.5
O -2.8828 -81.9665 -28.7876 2.8 0.0 -2.5
H -0.5692 -80.8554 -27.5907 0.2 -1.1 -2.0
H -0.3448 -81.3259 -29.4000 0.3 1.3 -2.8
H 0.3416 -82.3395 -28.1204 0.2 0.7 -0.4
H -1.8989 -83.3795 -27.3562 0.5 2.8 -1.9
H -1.5325 -83.4673 -28.9969 0.3 -0.9 -1.6
H -3.5771 -81.9939 -28.2101 -2.7 -0.2 2.6
C 0.1168 -82.4620 -25.0313 -0.8 -4.1 2.2
C -1.2938 -82.1646 -24.5047 -2.0 3.5 -2.3
O -2.0596 -83.1342 -23.9240 0.2 -2.9 0.1
H 0.0554 -83.0979 -25.9170 -0.2 -0.1 0.0
H 0.7799 -83.0588 -24.3101 -1.0 0.8 -0.6
H 0.6656 -81.6664 -25.3219 1.4 3.0 -0.8
H -1.9480 -81.9271 -25.4971 1.7 0.5 1.8
H -1.4460 -81.2648 -23.7768 1.0 -1.2 -1.5
H -2.1474 -83.8667 -24.5963 -0.3 0.7 1.0
C -5.1104 -79.9168 -30.3375 -0.2 -2.7 -3.5
C -5.8874 -79.0859 -29.4222 4.8 -0.6 1.8
O -5.4439 -79.5048 -28.1069 0.6 16.6 -2.9
H -5.3288 -79.7482 -31.4890 0.2 -0.1 2.2
H -5.5793 -80.9392 -30.1017 1.6 0.8 -0.7
H -4.0088 -79.8521 -30.2396 -0.8 -0.3 0.3
H -6.8284 -79.3568 -29.5834 -4.5 -0.1 -0.3
H -5.5652 -78.0957 -29.6193 -0.6 1.4 0.7
H -5.4822 -80.2845 -27.9258 -1.1 -14.3 2.4

94
Properties=species:S:1:pos:R:3:forces:R:3 method="wB97M-V/def2-TZVPD" homo_ev="-0.11 / -6.84" total_charge=-1 spin_multiplicity=2
C -14.6149 20.2283 7.8495 -0.1 1.5 0.0
C -14.3489 21.8004 7.9108 0.3 -1.6 -0.1
N -14.4439 22.3424 9.2295 -0.1 -0.2 2.5
C -15.7358 22.2363 9.9436 0.0 1.2 -0.7
C -16.9039 22.7258 9.1364 -0.3 -0.4 -0.5
C -13.4447 21.7833 10.1858 0.0 2.1 -0.2
C -13.0972 22.8083 11.3483 0.0 -0.9 -1.1
H -15.6400 20.1019 8.1977 -0.2 -0.4 -0.4
H -13.9879 19.6468 8.5253 0.2 0.3 0.1
H -14.4269 19.8265 6.8538 -0.4 0.0 -0.1
H -13.3415 21.9932 7.5418 0.2 0.1 0.0
H -14.9956 22.4002 7.2704 -0.3 -0.5 -0.2
H -15.9865 21.2603 10.3590 0.4 -0.5 0.1
H -15.6498 22.9518 10.7613 0.1 -0.4 0.3
H -16.6547 23.6786 8.6692 -0.3 0.1 0.0
H -17.2070 22.0284 8.3555 0.1 0.1 -0.2
H -17.7908 22.7881 9.7670 0.0 0.4 0.1
H -12.5433 21.7217 9.5761 0.3 -0.6 0.3
H -13.7905 20.8253 10.5740 0.3 -0.2 0.1
H -12.6824 23.6981 10.8748 -0.1 0.1 0.0
H -12.3206 22.3830 11.9840 0.0 -0.1 0.1
H -13.9258 23.1144 11.9870 -0.1 -0.2 -0.1
C -10.8285 25.8534 9.4842 -1.0 0.3 1.3
C -11.7486 26.4216 10.5158 -1.2 1.5 1.3
N -12.4792 26.9225 11.2856 1.9 -1.4 -1.9
H -11.2916 26.0470 8.5166 0.2 -0.3 0.0
H -10.7797 24.7950 9.7400 0.2 -0.1 -0.5
H -9.8449 26.3131 9.5812 -0.1 0.0 -0.1
C -15.5664 25.8315 10.6473 -0.3 1.0 -0.5
C -15.1594 26.5128 9.4149 0.6 0.5 -1.4
N -14.8218 27.0369 8.4354 -0.5 -0.7 1.3
H -14.7138 25.2572 11.0098 -0.4 -0.1 0.2
H -16.4972 25.3003 10.4482 0.4 -0.6 0.0
H -15.8682 26.6295 11.3256 0.4 -0.1 0.4
C -11.4384 21.4154 3.2576 0.8 0.0 0.6
S -10.5021 21.4154 4.8802 -0.2 1.9 -0.1
O -10.7474 22.7628 5.5634 0.0 -1.9 -0.8
C -11.4432 20.1315 5.7567 -0.4 1.1 -0.8
H -11.0938 22.2577 2.6576 0.0 0.3 0.5
H -12.5194 21.4672 3.3880 0.1 -0.2 0.1
H -11.0739 20.5574 2.6927 -0.4 -0.4 0.2
H -11.2102 20.2524 6.8146 0.3 -0.4 -0.2
H -11.1808 19.1995 5.2561 0.0 -0.2 0.5
H -12.4935 20.3804 5.6047 -0.1 -0.2 0.1
C -19.3824 20.0256 5.2618 -0.6 0.9 -0.2
S -18.9014 21.8071 5.1577 1.3 0.1 2.3
O -19.0161 22.5078 6.5480 -0.1 -1.6 -2.5
C -17.0827 21.4686 5.0466 -0.8 0.9 -0.2
H -19.1587 19.4991 4.3341 0.4 0.3 -0.1
H -20.4688 20.1142 5.2581 -0.1 -0.4 0.5
H -18.9846 19.4823 6.1190 -0.1 0.2 0.1
H -16.7972 21.0233 5.9996 0.0 -0.2 -0.2
H -16.6217 22.4513 4.9472 0.0 0.0 0.2
H -16.8378 20.9104 4.1429 -0.1 -0.3 0.2
C -14.6462 16.6694 10.2260 -0.1 -0.5 1.0
S -15.8596 17.3434 11.5134 1.5 -0.1 -0.8
O -15.0236 18.2939 12.3494 -0.7 -0.7 -0.4
C -16.0003 15.7846 12.3884 -0.4 -0.6 0.8
H -15.0323 15.9206 9.5344 -0.8 0.3 -0.2
H -13.9670 16.0417 10.8029 0.3 0.4 0.2
H -14.0972 17.4516 9.7016 -0.3 0.2 0.2
H -15.1353 15.5974 13.0247 0.3 0.2 -0.2
H -16.1900 14.9023 11.7772 0.3 0.2 -0.8
H -16.8672 15.7394 13.0476 -0.2 0.7 0.2
C -12.3389 17.8850 14.3385 1.0 0.0 0.1
S -11.0840 18.9268 13.4589 1.1 0.4 0.2
O -9.7209 18.2263 13.3142 -2.3 0.4 0.3
C -11.9035 18.8534 11.8762 -0.3 -0.4 -0.4
H -12.2394 16.9019 13.8784 -0.3 -0.1 0.3
H -13.3664 18.2483 14.3566 0.1 0.3 -0.8
H -12.0426 17.8900 15.3874 0.4 -0.3 -0.1
H -12.8968 19.2978 11.9401 0.0 -0.2 0.3
H -11.9989 17.7924 11.6451 -0.1 0.0 -0.2
H -11.3729 19.3553 11.0671 0.4 0.0 0.4
C -14.5619 15.3798 5.9993 0.0 -0.1 1.1
S -15.2228 16.5268 4.7777 -0.8 -0.5 0.0
O -15.9018 15.7137 3.7230 0.2 0.2 0.0
C -16.5718 17.2493 5.7761 0.1 0.3 -0.7
H -14.4827 14.3398 5.6828 -0.2 0.3 -0.5
H -15.2318 15.4076 6.8587 0.0 -0.2 0.1
H -13.5865 15.6962 6.3690 0.1 0.2 -0.2
H -17.4735 16.6585 5.9372 0.5 -0.7 0.1
H -16.9187 18.0300 5.0992 0.1 0.5 0.3
H -16.1870 17.6454 6.7159 0.0 0.1 -0.1
C -18.4774 19.2084 9.6353 -0.2 0.6 0.2
S -19.5866 17.8788 9.0295 1.4 -0.6 -0.3
O -19.1916 17.6939 7.5573 -0.4 0.1 1.8
C -18.7993 16.4677 10.0124 -0.2 0.1 -0.4
H -17.4206 19.0166 9.4501 -0.2 -0.2 -0.3
H -18.5518 19.5074 10.6808 -0.3 -0.9 0.4
H -18.8016 20.1459 9.1834 0.1 -0.2 -0.8
H -18.7679 16.6363 11.0888 -0.1 0.6 0.0
H -17.7900 16.2918 9.6403 0.1 0.2 -0.2
H -19.3388 15.5258 9.9131 -0.3 0.3 -0.5

103
Properties=species:S:1:pos:R:3:forces:R:3 method="wB97M-V/def2-TZVPD" smiles="CBC(F)(F)C(F)(F)C(F)(F)F.CN(C)P(=O)(N(C)C)N(C)C.CN(C)P(=O)(N(C)C)N(C)C.CN(C)P(=O)(N(C)C)N(C)C" homo_ev=-7.48 total_charge=0
C -1.2041 5.5840 2.1301 0.2 0.4 -0.5
B 0.1209 4.6168 1.9263 -1.8 1.7 0.2
C 1.5738 5.1617 2.4737 0.5 -0.7 2.1
F 1.3634 6.3359 3.3870 1.2 -3.1 -2.8
F 2.1340 4.0716 3.3542 -1.2 3.0 -2.3
C 2.6893 5.4566 1.3088 2.9 -0.4 0.4
F 4.0343 5.4914 1.9960 -4.0 -0.1 -2.3
F 2.7975 4.4084 0.2658 -0.8 3.2 3.4
C 2.5379 6.9169 0.5636 1.8 2.2 -1.1
F 2.9847 7.9633 1.5528 -2.2 -3.5 -3.7
F 3.5485 6.9959 -0.5571 -3.8 -0.3 3.8
F 1.1966 7.1869 -0.0041 4.7 -0.9 2.3
H -1.7036 5.2326 3.1545 0.8 0.8 -2.2
H -0.9373 6.7412 2.1724 -0.6 -2.5 0.2
H -1.9572 5.4429 1.2157 1.5 0.0 2.3
H -0.0492 3.5767 1.3553 0.6 0.2 0.3
C 6.3369 -0.9602 -0.7598 0.3 0.1 0.3
N 4.9460 -0.6131 -0.5540 0.5 0.5 -2.3
C 4.2780 -0.1910 -1.7804 -0.6 -0.1 0.2
P 4.1023 -0.4154 0.9062 5.6 -6.6 -1.1
O 3.0841 -1.5108 0.5051 -2.7 3.7 1.2
N 4.8360 -1.4042 2.1153 -0.3 -0.3 0.9
C 6.2387 -1.7765 2.1848 0.4 0.7 0.5
C 4.0357 -2.4936 2.6846 -0.4 0.2 -0.2
N 5.2728 0.8438 1.3673 -3.2 1.9 0.9
C 4.9152 1.4119 2.6910 0.2 0.1 0.9
C 5.3812 2.0078 0.4707 0.3 0.2 -0.7
H 7.0202 -0.3194 -0.1975 0.1 -0.1 0.2
H 6.6477 -0.8670 -1.8065 -0.4 0.1 0.1
H 6.5196 -2.0047 -0.4929 0.1 0.1 0.1
H 4.3150 0.8957 -1.8945 0.0 0.2 -0.3
H 3.2230 -0.4840 -1.7773 0.1 0.0 0.1
H 4.7136 -0.6412 -2.6785 0.1 0.0 0.3
H 6.4640 -2.6378 1.5497 0.0 -0.1 -0.1
H 6.5129 -2.0505 3.2114 -0.2 -0.1 0.0
H 6.9155 -0.9575 1.9297 -0.3 -0.1 -0.2
H 4.0000 -3.3563 2.0039 -0.1 0.0 0.1
H 3.0134 -2.1649 2.8919 0.2 -0.1 -0.2
H 4.4414 -2.8375 3.6419 0.3 0.2 -0.1
H 3.9372 1.9051 2.6544 0.2 0.2 0.1
H 5.6678 2.1379 3.0214 -0.1 0.0 -0.3
H 4.8724 0.6490 3.4730 0.0 -0.1 -0.4
H 4.3970 2.4409 0.2573 0.2 0.2 0.0
H 5.8667 1.7595 -0.4761 -0.2 -0.3 0.1
H 6.0149 2.7875 0.9102 -0.3 -0.2 0.2
C -5.2274 0.7261 -1.1546 -0.2 0.2 -0.4
N -5.4611 1.4752 0.0627 -0.2 -2.3 0.6
C -5.5841 0.6226 1.2401 0.2 0.4 0.5
P -5.8312 3.1222 0.2455 6.3 -2.8 -5.5
O -4.5828 3.3386 1.1353 -3.5 1.8 2.6
N -5.1575 3.9981 -1.0800 0.2 1.1 -0.2
C -4.9500 3.4924 -2.4263 -0.8 0.2 -0.5
C -4.1123 4.9843 -0.7861 -0.1 -0.1 0.4
N -7.2665 2.8735 -0.7775 -1.7 1.9 2.8
C -8.0242 4.1428 -0.9097 -0.2 0.6 -0.6
C -8.2545 1.8884 -0.3045 -0.1 -0.8 0.0
H -6.0259 0.8536 -1.8893 0.0 0.1 -0.2
H -5.1617 -0.3542 -0.9826 -0.1 0.3 0.4
H -4.2725 1.0085 -1.6064 -0.1 0.0 -0.2
H -6.6304 0.3756 1.4395 -0.1 -0.3 0.1
H -5.1897 1.1202 2.1321 0.0 0.1 -0.1
H -5.0265 -0.3152 1.1463 -0.1 0.2 -0.2
H -4.0160 2.9298 -2.5112 0.1 0.0 0.0
H -4.8954 4.3210 -3.1436 0.1 0.1 0.2
H -5.7747 2.8725 -2.7861 0.2 0.0 0.3
H -3.1419 4.4951 -0.6190 0.0 0.1 0.1
H -4.3662 5.5761 0.0979 0.1 -0.3 -0.1
H -3.9903 5.7020 -1.6042 -0.2 -0.3 -0.2
H -8.3996 4.4783 0.0637 -0.2 0.0 -0.2
H -8.8714 4.0231 -1.5958 0.1 -0.2 0.2
H -7.4146 4.9496 -1.3255 0.1 -0.3 0.2
H -8.5386 2.0759 0.7376 -0.2 -0.1 -0.2
H -7.8908 0.8615 -0.3884 0.3 0.2 0.1
H -9.1617 1.9114 -0.9204 0.2 0.3 0.1
C -0.8575 -4.4908 -2.7687 0.4 -0.2 -0.2
N -0.8648 -4.4396 -1.3214 -0.8 2.2 -0.9
C -1.4498 -3.2094 -0.7990 -0.2 -0.2 0.6
P -0.0975 -5.4741 -0.2150 -4.2 -3.1 -6.9
O -1.4517 -5.8233 0.4493 2.7 1.3 3.6
N 0.0651 -7.0367 -0.9292 0.3 -1.0 0.3
C 0.2177 -7.3213 -2.3458 0.9 0.0 -0.2
C -0.6554 -8.1512 -0.3046 -0.2 0.3 0.3
N 1.4595 -5.0727 -0.9787 1.0 0.3 3.5
C 2.5655 -5.7738 -0.2802 0.6 -0.7 -0.1
C 1.8503 -3.6522 -0.9794 -0.3 0.6 -0.2
H 0.1512 -4.5462 -3.1847 0.1 -0.2 -0.1
H -1.3118 -3.6053 -3.2274 0.0 0.0 0.4
H -1.4441 -5.3400 -3.1297 0.1 -0.1 -0.1
H -0.6799 -2.4557 -0.6130 0.0 0.3 0.0
H -1.9679 -3.3889 0.1487 0.1 -0.1 -0.1
H -2.1951 -2.7735 -1.4725 0.2 -0.2 -0.1
H -0.7455 -7.3443 -2.8633 -0.1 0.0 0.0
H 0.6874 -8.3022 -2.4920 -0.1 0.0 0.2
H 0.8817 -6.6204 -2.8575 -0.3 0.1 0.2
H -1.7198 -8.1385 -0.5798 0.1 0.0 0.1
H -0.5720 -8.1130 0.7852 -0.2 0.1 -0.2
H -0.2423 -9.1201 -0.6046 0.2 0.2 -0.2
H 2.6437 -5.4422 0.7615 0.3 0.1 -0.1
H 3.5228 -5.5937 -0.7838 -0.2 0.2 0.0
H 2.4311 -6.8589 -0.2731 -0.3 0.2 -0.1
H 1.7775 -3.2171 0.0242 0.2 0.1 -0.3
H 1.2441 -3.0546 -1.6644 -0.2 -0.2 0.2
H 2.8788 -3.5255 -1.3383 -0.1 -0.3 0.3

How do the records compare in calculated total energy? In the order shown, they have -2062.727894 -3876.955216 -3339.075707 a.u..